Entry 1:
# CH3FN2

One molecule with the formula CH3FN2 at a distorted geometry (wB97M-V/def2-TZVPD, OMol25).

```
7
Properties=species:S:1:pos:R:3:forces:R:3:mulliken_spin:R:1
F 2.3990 -1.9387 0.3461 -0.92 0.77 -0.15 0.028
N 0.7039 -0.6357 -0.0316 1.35 -4.08 -7.16 0.332
N 1.4998 -0.9915 0.8801 4.19 -2.02 4.56 0.772
C -0.1420 0.2706 0.2875 -4.73 5.14 1.91 0.819
H -0.1223 0.6699 1.2823 0.00 0.03 0.11 0.040
H -0.8863 0.5844 -0.4178 -0.04 0.01 -0.08 0.027
H 0.7346 -1.0570 -0.9680 0.15 0.14 0.81 -0.019
```
Forces are in eV/Å.

Properties
**Total energy**: -6777.04033 eV
**HOMO level (alpha / beta)**: -0.22241 / -0.44486 Ha
**Total charge**: 0
**F_max**: 0.162 hartree/bohr
**Multiplicity**: 3
**Energy above the lowest of the compared OMol25 structures with the same formula, charge and spin**: 0.0000 eV

Entry 2:
# CH3FN2O

A 2-piece molecular cluster, CH3FN2O overall at a distorted geometry (wB97M-V/def2-TZVPD, OMol25).

```
8
Properties=species:S:1:pos:R:3:forces:R:3:lowdin_charge:R:1
F -2.2267 -0.0591 0.4031 -0.27 0.97 0.21 -0.026
O -0.2705 1.8443 -0.3822 -0.09 0.09 0.02 0.096
N 1.1055 0.0387 0.0377 -1.38 -2.75 1.00 0.116
N -1.0781 -0.2626 -0.2618 -0.73 -6.16 0.94 0.055
C -0.1065 0.6664 -0.1807 2.22 0.91 1.06 -0.681
H 1.1161 -1.0447 0.2028 0.25 3.37 -0.78 0.100
H -0.3864 -1.6663 0.5775 -1.91 2.86 -1.68 0.272
H 1.8466 0.4832 -0.3964 1.91 0.72 -0.77 0.067
```
Forces are in eV/Å.

Properties
**Total energy**: -8825.25522 eV
**HOMO level (alpha / beta)**: -0.39636 / -0.39067 Ha
**Total charge**: 0
**F_max**: 0.122 hartree/bohr
**Multiplicity**: 1
**Energy above the lowest of the compared OMol25 structures with the same formula, charge and spin**: 5.0133 eV

Entry 3:
# CH3FN2O

A 2-piece molecular cluster, CH3FN2O overall at a distorted geometry (wB97M-V/def2-TZVPD, OMol25).

```
8
Properties=species:S:1:pos:R:3:forces:R:3:lowdin_charge:R:1
F 1.8061 1.9778 -0.1468 -0.07 -0.08 0.38 0.040
O 1.2249 0.2450 1.1184 0.24 0.74 0.45 0.010
N -0.3675 -0.6208 -0.6467 0.41 -1.84 0.90 -0.085
N -0.4328 0.4901 -1.0589 -0.41 1.54 -0.42 0.046
C 0.9875 1.3535 0.7269 0.23 -0.59 -0.70 -0.369
H -0.9282 -1.4155 -1.0161 0.17 0.21 -0.10 0.121
H 0.3020 -0.8579 0.1603 -0.57 0.07 -0.51 0.102
H 0.2321 2.0489 1.0925 0.00 -0.05 -0.01 0.135
```
Forces are in eV/Å.

Properties
**Total energy**: -8828.30674 eV
**HOMO level**: -0.32224 Ha
**Total charge**: 0
**F_max**: 0.041 hartree/bohr
**Multiplicity**: 1
**Energy above the lowest of the compared OMol25 structures with the same formula, charge and spin**: 1.9618 eV